No. 1
The following is a quantum chemistry calculation of the molecule C15H9ClO6 in a non-equilibrium geometry, from the OMol25 dataset.

The geometry in XYZ format:
```
31
Properties=species:S:1:pos:R:3:forces:R:3:mulliken_charge:R:1
O -0.589 1.110 -1.993 2.3361 -0.5256 2.0888 -0.578
C 0.036 0.849 -0.955 -3.2042 -0.0292 -2.4725 0.593
O 1.315 1.276 -0.735 -0.8051 -0.1989 0.5192 -0.406
C 1.686 1.533 0.574 0.4523 1.2081 -0.1508 0.072
C 2.764 2.404 0.734 0.4081 -0.3576 0.4724 -0.751
C 3.175 2.723 2.032 0.7561 -0.0153 -0.5799 0.700
O 4.322 3.457 2.263 -1.1541 -0.6038 0.9514 -0.523
C 2.485 2.252 3.144 -0.6833 0.2266 0.4489 -0.844
C 1.318 1.505 2.965 0.9981 -0.0231 -0.1194 0.705
O 0.591 1.103 4.056 -0.3817 -0.3031 -1.3922 -0.530
C 0.936 1.097 1.652 -1.3851 -0.7551 1.1704 0.498
C -0.259 0.261 1.419 0.4686 0.6042 -2.7818 -0.748
C -0.679 0.087 0.109 0.9077 -0.4280 2.8630 0.320
O -1.833 -0.687 -0.095 0.8788 0.9340 -0.6858 -0.514
C -1.865 -1.570 -1.172 0.4440 -0.4621 -1.0498 0.477
C -0.733 -2.235 -1.664 -0.7231 -0.0997 0.0690 -0.148
C -0.844 -3.139 -2.731 -1.5548 0.1757 0.4817 -0.959
C -2.134 -3.422 -3.245 1.9269 0.2520 0.2235 0.361
Cl -2.246 -4.611 -4.521 -0.2128 0.2570 0.2683 -0.218
C -3.227 -2.728 -2.794 -0.8666 -0.2824 -0.4637 -0.805
C -3.101 -1.778 -1.815 0.0733 1.8635 1.7173 0.478
O -4.192 -0.991 -1.458 0.8547 0.0373 0.2963 -0.617
H 3.343 2.760 -0.113 -0.2492 -0.1000 -0.0294 0.334
H 4.685 3.815 1.465 0.1541 0.1689 -0.8388 0.287
H 2.781 2.553 4.160 0.0238 -0.1543 -0.5975 0.279
H 0.990 1.403 4.869 0.3331 0.2456 0.2466 0.300
H -0.815 -0.152 2.229 -0.2119 -0.2592 0.4733 0.521
H 0.210 -2.062 -1.160 0.1284 -0.0382 -0.1903 0.508
H -0.012 -3.679 -3.130 0.4644 -0.0933 -0.0253 0.424
H -4.206 -2.894 -3.218 -0.0629 -0.0007 -0.0980 0.436
H -3.899 -0.239 -0.874 -0.1137 -1.2434 -0.8148 0.349
```
Forces are in eV/Å.

Values from the calculation:
LUMO energy = -0.0062 hartree
Structure (SMILES) = O=c1oc2cc(O)cc(O)c2cc1Oc1ccc(Cl)cc1O
Relative energy (zero: lowest compared OMol25 entry of this formula, charge and spin) = 0.000 eV
Energy = -1488.626990 Eh
Multiplicity = 1

No. 2
The following is a quantum chemistry calculation of C18H19BeBr2Cl5F2IKMgN5O12 as an isolated structure in a non-equilibrium geometry, from the OMol25 dataset.

The geometry in XYZ format:
```
67
Properties=species:S:1:pos:R:3:forces:R:3:mulliken_charge:R:1
C -3.191 -1.856 1.240 0.6867 0.5199 0.2435 -1.381
C -2.765 -0.348 0.908 0.2177 -0.8230 0.1828 0.680
Br -3.563 0.798 2.381 -2.2846 -1.7802 0.0214 0.068
C -1.142 -0.261 1.002 -0.5936 0.6906 0.1810 -0.494
Br -0.735 1.055 2.489 1.5484 -0.6920 -0.6810 -0.040
C -0.438 0.341 -0.310 0.1534 0.5416 0.6112 -0.767
I 1.728 0.414 0.159 -0.5147 -0.0301 0.1795 0.539
C -0.897 1.879 -0.479 -2.5947 3.0438 -0.0991 0.278
N -1.427 2.948 -0.863 2.9617 -5.1583 4.8362 -0.484
C -0.570 -0.585 -1.652 -0.3241 -0.0175 -0.9018 2.849
C -0.513 -2.148 -1.219 3.1341 -2.0511 1.6039 -0.565
N -0.128 -3.253 -0.890 -2.5079 5.5818 -1.5799 -0.980
C -1.966 -0.432 -2.466 -1.3430 -2.2840 -0.5877 -1.704
C -2.858 -1.778 -2.497 -1.2425 0.2378 -1.0459 -0.130
C -4.217 -1.386 -3.311 1.1731 0.6911 0.4345 -0.370
F -4.801 -2.525 -3.974 0.8903 1.7612 1.1218 -0.347
C 0.652 -0.223 -2.684 4.0345 0.6254 -3.2375 0.475
C 1.707 -1.255 -3.195 -0.6266 1.7563 -0.1311 0.499
C 2.855 -0.975 -4.181 -2.7427 2.0321 1.2221 -0.230
N 3.037 0.316 -4.739 -2.6056 -1.2503 2.6475 -0.586
C 2.132 1.307 -4.293 -0.9943 -0.9729 1.0050 -0.332
C 0.945 1.235 -3.309 3.9852 -3.8152 -1.2623 -0.246
H -4.342 -1.965 1.201 1.4391 -0.0559 -0.4234 0.047
H -2.668 -2.618 0.556 -1.0430 1.0103 0.8884 0.290
H -2.853 -2.076 2.317 -0.4417 0.2895 -1.4831 0.506
H -3.209 0.059 -0.057 0.8150 -0.7227 1.2114 0.359
H -0.661 -1.244 1.370 -0.7509 1.6197 -0.9290 0.676
H -2.645 0.403 -2.107 0.9505 -1.4608 -0.1575 0.654
H -1.715 -0.194 -3.563 -0.3818 -0.4593 1.7887 0.766
H -2.384 -2.625 -3.122 -0.4999 1.1419 1.2110 0.179
H -3.213 -2.119 -1.468 0.8658 0.1987 -1.3732 -0.014
H -4.946 -0.896 -2.574 0.6717 -1.0230 -1.2487 0.305
H -3.896 -0.586 -4.078 -0.8334 -1.4729 0.7881 0.289
H 1.632 -2.329 -2.789 0.4299 1.9108 -0.5901 -1.200
H 3.561 -1.826 -4.498 -1.2754 1.5966 0.5983 0.313
H 2.307 2.354 -4.745 -0.2473 -1.9007 0.7822 0.307
H 0.266 2.181 -3.039 3.5596 -1.7186 -0.9858 0.516
Be -5.472 -1.482 2.775 0.0325 1.7337 -0.6072 0.640
O 4.898 1.366 4.258 -0.0391 0.2821 0.2984 -0.703
Cl 4.259 0.254 3.575 0.0227 -0.6978 -0.4106 1.656
O 4.726 0.192 2.207 -0.1300 0.2299 0.2837 -0.643
O 2.823 0.445 3.585 -0.0035 0.1783 0.2488 -0.627
O 4.585 -0.981 4.254 -0.0442 0.3686 0.0456 -0.671
F -4.557 1.292 4.482 0.0925 -0.3631 -0.6076 -0.769
Cl -1.236 1.927 -2.658 -4.4021 2.4449 -3.6147 -0.451
C 6.349 -2.768 -0.702 0.1811 0.0521 -0.3167 -0.786
N 5.058 -2.542 -0.002 -0.2968 0.0790 0.4749 0.858
O 4.090 -2.249 -0.689 0.2379 -0.1425 0.2272 -0.496
O 5.061 -2.666 1.208 -0.0674 -0.0703 -0.7529 -0.475
H 6.199 -2.625 -1.770 -0.0726 0.0119 0.1806 0.276
H 7.064 -2.045 -0.312 -0.0742 -0.1495 0.0728 0.305
H 6.663 -3.790 -0.490 0.0091 0.1551 0.1037 0.300
Mg 0.367 -4.223 -2.805 0.0384 -0.8670 -0.5096 0.077
C 4.343 3.650 6.941 0.5827 0.6093 -0.6476 0.300
Cl 5.825 4.524 7.338 -0.3377 -0.2270 -0.0158 -0.099
Cl 3.990 2.432 8.182 3.2389 0.6130 0.8793 -0.234
Cl 2.984 4.771 6.765 -0.0294 -0.2300 0.0776 -0.121
H 4.491 3.136 5.988 -0.0307 -0.1471 0.1175 0.204
N -8.439 -1.072 0.485 -1.2508 -0.5802 0.0212 0.947
O -9.447 -0.490 0.059 0.4971 0.0511 -0.0012 -0.599
O -7.335 -0.478 0.503 1.2122 0.2486 0.5072 -0.591
O -8.519 -2.245 0.896 0.3306 -0.0464 0.1960 -0.632
C 0.085 6.022 -0.786 -0.1762 -0.0676 0.0800 0.877
O -0.683 6.159 0.163 -0.0723 0.0225 0.1658 -0.453
O -0.083 6.513 -1.925 -0.2730 0.3039 -0.4883 -0.391
O 1.153 5.369 -0.760 0.4851 -0.4073 0.2239 -0.371
K 1.675 1.817 7.713 -3.3297 -0.9493 -1.0734 0.947
```
Forces are in eV/Å.

Values from the calculation:
LUMO energy = -0.1008 hartree
Energy = -10633.788209 Eh
Total charge = -1
Multiplicity = 1